{
  "formula": "C2H4O3",
  "method": "ωB97M-V/def2-TZVPD",
  "symbols": ["C", "C", "O", "O", "O", "H", "H", "H", "H"],
  "xyz": [[-1.289, -0.095, 0.160], [0.136, 0.326, -0.209], [0.549, 0.885, -1.192], [1.004, -0.354, 0.676], [2.327, -0.080, 0.386], [-1.433, -1.222, -0.170], [-1.455, -0.207, 1.231], [-2.055, 0.581, -0.372], [2.217, 0.168, -0.511]],
  "smiles": "CC(=O)OO",
  "e_tot_ha": -304.2305,
  "molar_mass_g_mol": 76.1,
  "gap_ev": 11.3,
  "de_lowest_kj_mol": 291.9,
  "homo_ev": -10.6
}